(1)
Formula: C26H34ClCoO2
Source: OMol25
Level of theory: ωB97M-V with the def2-TZVPD basis set

```
! RIJCOSX wB97M-V def2-TZVPD def2/J DEFGRID3
* xyz -1 4
O 0.1569 2.4601 -4.1389
C 0.0876 3.5305 -5.1248
C -0.4516 4.5264 -4.1050
H -0.6174 3.2320 -5.9134
H 1.0839 3.7763 -5.5549
C -0.2384 3.3848 -3.0779
H -1.4780 4.7904 -4.3377
H 0.1729 5.3715 -3.8682
C -1.4574 2.8504 -2.3579
H -2.2776 2.6597 -3.0694
H -1.7862 3.4858 -1.5331
H -1.2701 1.8660 -1.9160
C 0.8804 3.7952 -2.1369
H 1.6786 4.2968 -2.6896
H 1.2355 2.9796 -1.5140
H 0.4518 4.4617 -1.3916
Co -0.8831 0.2665 0.6201
C -0.1923 2.1588 2.7351
C 0.8605 1.6667 3.4984
C 1.8105 1.0480 2.6137
H 0.9961 1.8008 4.5691
C 1.4079 1.2633 1.2847
C 0.0813 1.9425 1.2787
H -0.1583 2.7138 0.5136
H -1.1223 2.6099 3.1362
H 2.7546 0.6157 2.9556
H 2.0507 1.1613 0.3984
C -1.8508 -0.1347 2.3975
C -2.5589 0.8935 1.6798
C -2.8994 0.3739 0.3889
H -2.9458 1.8790 1.9979
C -2.5327 -1.0011 0.3620
C -1.7767 -1.2939 1.5468
H -1.2333 -2.2204 1.6940
H -1.5237 -0.1510 3.4594
H -3.3635 0.9100 -0.4524
H -2.7328 -1.6657 -0.4814
O -0.4344 -0.5264 -1.1884
C -1.1490 -0.5850 -2.5511
C -0.1560 -1.2091 -3.5327
H -1.3400 0.4416 -2.8407
H -2.0764 -1.1746 -2.4671
C 1.0468 -1.7776 -2.7123
H 0.1945 -0.3873 -4.1926
H -0.6745 -1.9579 -4.1688
C 0.8826 -1.1966 -1.2993
H 1.9756 -1.4340 -3.1659
H 1.0170 -2.8741 -2.7113
H 1.5975 -0.3844 -1.1383
H 0.8880 -1.9418 -0.5130
Cl 0.9050 -1.6478 4.9331
C 1.1468 -3.2320 4.3321
C 1.2199 -4.3063 5.2047
C 1.3049 -5.6090 4.6933
C 1.3194 -5.8152 3.3037
C 1.2718 -4.7500 2.4172
C 1.2487 -3.3886 2.8914
C 1.3375 -2.3385 2.0009
H 1.2251 -4.1135 6.2746
H 1.3505 -6.4466 5.3721
H 1.3779 -6.8328 2.9174
H 1.2297 -4.9179 1.3309
H 1.5777 -2.5733 0.9845
H 1.3543 -1.3257 2.3587
*
```

Summary:
molecular weight = 472.942 g/mol
E_HOMO (spin up / spin down) = -1.6651 / -2.0224 eV
DFT total energy = -81752.1347 eV
frontier orbital gap (spin up / spin down) = 4.32 / 3.99 eV

Results of the Mulliken charge analysis, in e, for atoms 1 through 8: atom 1 (O): -0.423, atom 2 (C): -0.399, atom 3 (C): -1.092, atom 4 (H): 0.262, atom 5 (H): 0.246, atom 6 (C): 2.064, atom 7 (H): 0.315, atom 8 (H): 0.362

***

(2)
Formula: C10H11ClO
Source: OMol25
Level of theory: ωB97M-V with the def2-TZVPD basis set

```
! RIJCOSX wB97M-V def2-TZVPD def2/J DEFGRID3
* xyz 0 1
C 2.6546 0.3631 0.9943
C 1.4360 0.0813 1.4368
C 0.3890 0.9970 -1.4047
C -2.6656 -0.7291 -1.1422
C -3.0010 -0.9041 0.0050
C 2.7183 0.0254 -0.5010
C 0.4377 -0.1761 0.3738
C 1.3107 -0.2146 -0.9643
C -0.3259 0.9516 -0.2591
C -3.1661 -0.9885 1.5045
O 0.4408 1.6217 -2.6617
Cl -1.4101 1.8723 0.5967
H 3.4097 0.8187 1.5709
H 1.1276 0.0201 2.4386
H -2.3492 -0.3743 -2.0779
H 1.3957 1.5386 -2.9553
H 3.0459 0.8741 -0.9427
H 3.1844 -0.8473 -0.7440
H -0.3194 -1.0269 0.5376
H 1.2606 -1.1191 -1.5253
H -2.1529 -1.1645 2.0073
H -3.4220 0.0058 1.8488
H -3.9988 -1.6253 1.8638
*
```

Summary:
molecular weight = 182.650 g/mol
SMILES = OC1=C(Cl)[C@@H]2C=CC[C@H]12.C#CC
E_HOMO = -8.5781 eV
DFT total energy = -25113.0938 eV
frontier orbital gap = 9.20 eV

Results of the Mulliken charge analysis, in e, for atoms 1 through 8: atom 1 (C): -0.689, atom 2 (C): -0.606, atom 3 (C): 0.015, atom 4 (C): 0.026, atom 5 (C): -0.271, atom 6 (C): -0.812, atom 7 (C): 0.311, atom 8 (C): -0.366

***

(3)
Formula: C6H9ClO
Source: OMol25
Level of theory: ωB97M-V with the def2-TZVPD basis set

```
! RIJCOSX wB97M-V def2-TZVPD def2/J DEFGRID3
* xyz 0 1
C -1.5801 -0.2761 -0.4670
C -1.0870 1.1714 -0.4340
C 0.0807 0.6516 0.5051
C -0.7945 -0.6119 0.7940
C 1.3444 0.3670 -0.2968
C 2.2037 -0.7726 0.0793
H -1.2394 -0.8433 -1.3698
H -0.7652 1.4959 -1.3948
H -1.8056 1.9041 -0.0358
H 0.3297 1.2455 1.3570
H -1.4249 -0.4283 1.6574
H -0.3248 -1.5936 0.8975
H 1.8566 1.2788 -0.7084
H 1.8918 -1.3841 0.8987
H 3.2739 -0.8558 -0.1258
O 1.4130 -0.8170 -1.0764
Cl -3.3723 -0.5316 -0.2802
*
```

Summary:
molecular weight = 132.590 g/mol
SMILES = Cl[C@H]1C[C@H]([C@H]2CO2)C1
E_HOMO = -10.3475 eV
DFT total energy = -20935.9889 eV
frontier orbital gap = 11.37 eV

Results of the Mulliken charge analysis, in e, for atoms 1 through 8: atom 1 (C): 0.254, atom 2 (C): -0.991, atom 3 (C): 0.002, atom 4 (C): -1.023, atom 5 (C): -0.072, atom 6 (C): -0.451, atom 7 (H): 0.289, atom 8 (H): 0.312

***

(4)
Formula: C9H13N4O
Source: OMol25
Level of theory: ωB97M-V with the def2-TZVPD basis set

```
! RIJCOSX wB97M-V def2-TZVPD def2/J DEFGRID3
* xyz 1 3
C -2.8443 1.9701 -0.1213
C -1.6503 1.8882 0.6200
C -2.9419 0.8108 -0.8049
C -0.0013 -3.0399 -1.3069
C -0.2301 -2.8148 0.7705
C -1.1687 0.6770 0.3814
C 2.0414 1.6068 1.1733
C 0.4722 -0.3840 0.8508
C 1.6829 0.3251 0.2923
N -0.3469 -3.6621 -0.2030
N 0.4313 -1.7896 -1.1084
N 0.2065 -1.6604 0.2575
N 1.5155 0.4637 -1.1218
O -1.9678 -0.0315 -0.4436
H -3.5106 2.6819 -0.2468
H -1.2624 2.7000 1.3002
H -3.7257 0.5972 -1.4219
H -0.0650 -3.5511 -2.2760
H -0.4942 -3.0374 1.7547
H 1.4699 2.4574 0.8585
H 2.2059 1.3153 2.1572
H 3.0326 1.9241 0.9141
H 0.4778 -0.3470 1.8958
H 2.6041 -0.4226 0.4144
H 2.2563 0.7566 -1.7264
H 0.8018 1.1446 -1.3947
H 1.0110 -0.5784 -1.4648
*
```

Summary:
molecular weight = 193.230 g/mol
E_HOMO (spin up / spin down) = -8.0514 / -13.1135 eV
DFT total energy = -17537.3768 eV
frontier orbital gap (spin up / spin down) = 5.25 / 6.31 eV

Results of the Mulliken charge analysis, in e, for atoms 1 through 8: atom 1 (C): -0.375, atom 2 (C): -0.384, atom 3 (C): -0.441, atom 4 (C): -0.246, atom 5 (C): 0.094, atom 6 (C): 0.063, atom 7 (C): -1.548, atom 8 (C): -0.803

***

(5)
Formula: C3H8N2O2
Source: OMol25
Level of theory: ωB97M-V with the def2-TZVPD basis set

```
! RIJCOSX wB97M-V def2-TZVPD def2/J DEFGRID3
* xyz 0 1
C -2.4290 0.3399 -0.3946
C 0.8405 -0.6946 -0.9269
N 0.8839 -0.0768 0.3812
N 1.9188 0.8158 0.6783
C -0.0768 -0.2589 1.2934
O -1.6353 1.1029 -0.8705
O -1.0808 -0.9215 1.1253
H 1.8347 1.6548 0.1053
H 2.8197 0.3827 0.4830
H -2.6672 -0.6316 -0.8513
H -3.0236 0.5811 0.4980
H 0.1472 0.2767 2.2284
H 0.0218 -1.4095 -0.9253
H 1.7820 -1.2144 -1.1219
H 0.6642 0.0533 -1.7023
*
```

Summary:
molecular weight = 104.109 g/mol
SMILES = CN(N)C=O.C=O
E_HOMO = -9.5483 eV
DFT total energy = -10314.3561 eV
frontier orbital gap = 10.41 eV

Results of the Mulliken charge analysis, in e, for atoms 1 through 8: atom 1 (C): -0.077, atom 2 (C): -0.981, atom 3 (N): 0.364, atom 4 (N): -0.787, atom 5 (C): 0.154, atom 6 (O): -0.439, atom 7 (O): -0.621, atom 8 (H): 0.250